[1]
A molecular structure, C2H3FS2. Source: OMol25; level of theory: wB97M-V/def2-TZVPD.

Each line ends with the natural charge from an NBO analysis.
Positions of all 8 atoms, in Å:
C 1.12 0.14 -0.29  -0.68
C -1.12 -0.06 0.25  -0.03
F -2.34 -0.25 -0.26  -0.33
S 0.03 -1.34 -0.37  0.19
S -0.16 1.44 -0.24  0.20
H 1.72 -0.06 0.71  0.23
H 1.82 0.09 -1.19  0.24
H -1.08 0.03 1.40  0.18

Properties
LUMO level	0.083	eV
energy relative to the best compared isomer or geometry (same formula, charge and spin)	67.9	kJ/mol
multiplicity	1
Kohn-Sham gap	9.27	eV
electronic energy	-26509.15179	eV
max |F|	3.133	eV/A

---

[2]
A molecular structure, C26H47GeMnO8S2Si4. Source: OMol25; level of theory: wB97M-V/def2-TZVPD.

Each line ends with the Löwdin spin population.
Positions of all 89 atoms, in Å:
Mn 0.49 -0.30 -0.05  3.46
O -2.32 -3.21 2.31  0.00
S -2.08 -2.18 1.33  0.00
O -3.12 -1.20 1.17  0.00
O -0.71 -1.59 1.46  0.00
C -1.93 -3.01 -0.23  0.00
C -1.99 -4.40 -0.25  0.00
C -1.73 -5.09 -1.43  0.00
C -1.38 -4.40 -2.57  0.00
C -1.31 -3.01 -2.55  0.00
C -1.60 -2.32 -1.39  0.00
S -1.55 -0.53 -1.68  0.01
O -0.27 -0.43 -2.37  0.02
O -2.76 -0.20 -2.36  0.00
O -1.34 0.33 -0.42  0.03
H -2.23 -4.91 0.67  0.00
H -1.77 -6.17 -1.43  0.00
H -1.15 -4.93 -3.48  0.00
H -1.02 -2.47 -3.44  0.00
C 1.96 4.29 -0.43  0.00
Ge 1.39 2.78 -1.51  -0.01
C 2.46 2.93 -3.13  -0.01
C -0.47 3.06 -2.00  0.00
C 1.75 0.95 -0.89  -0.16
H 1.75 5.20 -1.00  0.00
H 3.03 4.27 -0.23  0.00
H 1.44 4.35 0.51  0.00
H 2.32 3.91 -3.58  0.00
H 2.18 2.16 -3.85  0.00
H 3.53 2.80 -2.91  0.00
H -0.70 4.12 -1.99  0.00
H -1.16 2.55 -1.32  0.00
H -0.65 2.67 -3.00  0.00
H 2.76 0.83 -0.51  0.00
H 1.71 0.38 -1.82  0.00
O 3.16 -1.57 -1.75  0.01
C 2.46 -2.23 -1.01  0.01
O 1.55 -1.79 -0.17  -0.02
C 2.57 -3.73 -0.95  0.00
C 1.71 -4.49 -0.16  0.00
C 1.83 -5.87 -0.13  0.00
C 2.80 -6.50 -0.90  0.00
C 3.65 -5.75 -1.69  0.00
C 3.54 -4.37 -1.73  0.00
H 0.96 -3.98 0.43  0.00
H 1.16 -6.45 0.49  0.00
H 2.89 -7.58 -0.87  0.00
H 4.41 -6.24 -2.29  0.00
H 4.19 -3.76 -2.34  0.00
C 4.62 -0.82 1.32  0.00
Si 3.85 0.70 2.07  -0.03
C 4.54 2.11 1.04  0.00
C 4.70 0.99 3.71  -0.01
Si 1.49 0.33 2.12  -0.24
Si 1.44 -1.37 3.79  -0.02
C 2.35 -0.80 5.35  -0.01
C -0.12 -2.02 4.56  0.00
C 2.35 -2.87 3.09  0.00
Si -0.01 1.80 3.20  -0.03
C 0.88 2.34 4.76  -0.02
C -0.58 3.38 2.36  0.00
C -1.60 0.94 3.65  0.00
H 5.71 -0.67 1.30  0.00
H 4.29 -0.99 0.30  0.00
H 4.42 -1.73 1.88  0.00
H 5.58 1.84 0.84  0.00
H 4.53 3.05 1.60  0.00
H 4.06 2.28 0.09  0.00
H 5.70 1.36 3.44  0.00
H 4.83 0.08 4.30  0.00
H 4.22 1.74 4.34  0.00
H 1.61 -0.53 6.11  0.00
H 3.03 0.04 5.26  0.00
H 2.92 -1.66 5.73  0.00
H -0.53 -1.32 5.30  0.00
H 0.20 -2.92 5.11  0.00
H -0.91 -2.31 3.88  0.00
H 3.36 -2.96 3.50  0.00
H 2.41 -2.84 2.01  0.00
H 1.80 -3.78 3.36  0.00
H 1.90 2.69 4.55  0.00
H 0.96 1.54 5.50  0.00
H 0.33 3.17 5.22  0.00
H 0.13 4.19 2.49  0.00
H -1.52 3.68 2.85  0.00
H -0.79 3.26 1.30  0.00
H -1.48 0.25 4.49  0.00
H -2.02 0.39 2.82  0.00
H -2.31 1.71 3.94  0.00

Properties
LUMO level (alpha / beta)	1.113 / 2.567	eV
energy relative to the best compared isomer or geometry (same formula, charge and spin)	0.0	kJ/mol
total charge	-1
multiplicity	4
Kohn-Sham gap (alpha / beta)	7.14 / 8.45	eV
electronic energy	-185127.13896	eV
max |F|	1.286	eV/A

---

[3]
2 unconnected molecules or ions with the total composition C20H20BF4N2. Source: OMol25; level of theory: wB97M-V/def2-TZVPD.

Each line ends with the natural charge from an NBO analysis.
Positions of all 47 atoms, in Å:
F 3.79 5.16 -0.77  -0.32
C 4.30 4.78 0.44  0.43
C 4.28 5.71 1.49  -0.34
C 4.79 5.27 2.71  0.42
F 4.82 6.16 3.76  -0.32
C 5.27 3.99 2.93  -0.29
C 5.23 3.07 1.85  -0.03
C 5.73 1.73 2.03  -0.21
C 6.21 1.01 1.00  -0.15
C 6.82 -0.33 1.19  -0.45
C 6.27 -1.38 0.27  0.03
C 5.79 -2.59 0.74  -0.30
C 5.05 -3.39 -0.12  0.44
F 4.45 -4.53 0.36  -0.32
C 4.84 -3.07 -1.47  -0.35
C 5.49 -1.92 -1.93  0.43
F 5.36 -1.60 -3.26  -0.32
C 6.25 -1.10 -1.10  -0.32
C 4.79 3.49 0.58  -0.29
H 3.91 6.72 1.35  0.26
H 5.66 3.66 3.90  0.22
H 5.76 1.34 3.06  0.21
H 6.27 1.40 -0.03  0.21
H 6.83 -0.68 2.24  0.22
H 5.94 -2.86 1.78  0.23
H 4.24 -3.69 -2.13  0.26
H 6.73 -0.21 -1.50  0.23
H 4.78 2.79 -0.25  0.23
H 7.80 -0.15 0.82  0.21
B 10.05 -0.91 1.85  0.41
H 9.34 -1.64 2.50  -0.01
H 10.07 -0.77 0.65  -0.01
C 10.45 0.33 2.54  0.09
N 11.80 0.21 2.76  -0.28
C 12.60 -0.87 2.23  -0.45
C 12.24 1.25 3.52  -0.03
C 11.15 2.02 3.81  -0.04
N 10.06 1.43 3.22  -0.27
C 8.71 1.98 3.31  -0.42
H 13.65 -0.69 2.45  0.26
H 12.32 -1.83 2.68  0.24
H 12.49 -0.95 1.15  0.25
H 13.26 1.38 3.82  0.26
H 11.06 2.93 4.39  0.26
H 8.71 2.81 4.04  0.24
H 8.37 2.40 2.34  0.25
H 7.98 1.23 3.64  0.23

Properties
LUMO level	-4.594	eV
energy relative to the best compared isomer or geometry (same formula, charge and spin)	0.0	kJ/mol
total charge	+1
multiplicity	1
Kohn-Sham gap	6.66	eV
electronic energy	-35582.21527	eV
max |F|	4.422	eV/A

---

[4]
A molecular structure, C58H80CsF6N9O5S. Source: OMol25; level of theory: wB97M-V/def2-TZVPD.

Each line ends with the Löwdin charge.
Positions of all 160 atoms, in Å:
Cs -1.08 0.80 0.11  1.21
C -1.28 -4.07 1.52  -0.18
C -0.09 -3.10 1.53  -0.21
N 0.44 -2.94 0.19  -0.06
C 1.61 -3.71 -0.18  -0.22
C 1.87 -3.54 -1.67  -0.23
N 2.02 -2.14 -2.01  -0.06
C 2.19 -1.87 -3.43  -0.23
C 0.97 -2.20 -4.30  -0.18
C -0.33 -1.49 -3.89  -0.22
N -0.85 -2.02 -2.64  -0.05
C -2.02 -2.86 -2.72  -0.21
C -2.20 -3.64 -1.42  -0.23
N -2.41 -2.76 -0.29  -0.06
C -2.57 -3.44 0.98  -0.24
H -1.47 -4.44 2.53  0.10
H -1.01 -4.94 0.90  0.10
H 0.67 -3.47 2.23  0.11
H -0.43 -2.13 1.91  0.10
H 0.58 -1.98 -0.08  0.07
H 1.41 -4.77 0.03  0.11
H 2.52 -3.44 0.38  0.09
H 1.00 -3.91 -2.21  0.10
H 2.75 -4.14 -1.97  0.11
H 2.75 -1.69 -1.47  0.11
H 3.05 -2.43 -3.85  0.11
H 2.42 -0.80 -3.53  0.10
H 0.79 -3.28 -4.32  0.10
H 1.23 -1.89 -5.33  0.10
H -1.06 -1.60 -4.70  0.11
H -0.13 -0.42 -3.78  0.10
H -1.05 -1.27 -2.00  0.04
H -1.89 -3.58 -3.54  0.12
H -2.94 -2.29 -2.93  0.11
H -1.27 -4.19 -1.24  0.09
H -3.02 -4.37 -1.55  0.11
H -3.21 -2.16 -0.47  0.10
H -3.35 -4.24 0.94  0.11
H -2.92 -2.70 1.71  0.10
C 0.59 3.57 -0.04  -0.14
C -0.13 4.83 0.42  -0.35
C 0.70 5.55 1.49  -0.05
C -1.56 4.61 0.91  -0.15
C -2.53 5.50 0.48  -0.06
C -3.84 5.41 0.93  -0.10
C -4.20 4.39 1.79  -0.06
C -3.26 3.47 2.23  -0.15
C -3.71 2.31 3.11  -0.36
C -4.95 1.61 2.55  -0.06
C -3.97 2.74 4.56  -0.05
C -1.91 3.59 1.83  -0.25
N -0.99 2.64 2.24  -0.05
C -0.47 2.64 3.45  -0.20
C 0.26 1.52 4.00  -0.19
N 0.43 0.38 3.38  0.14
C 0.90 -0.74 4.05  -0.21
C 0.04 -1.48 4.89  -0.15
C 0.54 -2.61 5.53  -0.06
C 1.84 -3.03 5.34  -0.10
C 2.66 -2.33 4.47  -0.05
C 2.21 -1.21 3.80  -0.15
C 3.09 -0.44 2.84  -0.36
C 4.15 -1.32 2.17  -0.07
C 3.76 0.75 3.54  -0.04
C -1.42 -1.10 5.06  -0.36
C -1.74 -0.64 6.48  -0.05
C -2.34 -2.26 4.65  -0.05
C 0.75 1.93 5.33  -0.09
C 1.53 1.35 6.30  -0.01
C 1.81 2.08 7.48  -0.08
C 1.33 3.35 7.71  -0.04
C 0.53 3.98 6.72  -0.17
C -0.03 5.28 6.76  -0.05
C -0.76 5.75 5.70  -0.08
C -0.99 4.98 4.53  -0.02
C -0.47 3.71 4.46  -0.10
C 0.28 3.24 5.57  -0.09
H 1.51 3.83 -0.56  0.08
H -0.03 2.99 -0.72  -0.02
H 0.85 2.95 0.81  0.05
H -0.21 5.50 -0.44  0.13
H 0.81 4.91 2.37  0.07
H 0.23 6.48 1.79  0.08
H 1.70 5.77 1.10  0.08
H -2.26 6.29 -0.21  0.11
H -4.59 6.12 0.59  0.09
H -5.23 4.30 2.12  0.11
H -2.90 1.57 3.12  0.11
H -5.83 2.25 2.65  0.07
H -5.15 0.69 3.11  0.08
H -4.83 1.36 1.50  0.06
H -4.72 3.54 4.58  0.08
H -3.06 3.11 5.03  0.06
H -4.35 1.90 5.14  0.07
H -0.12 -3.18 6.19  0.10
H 2.22 -3.91 5.86  0.09
H 3.68 -2.68 4.31  0.10
H 2.44 -0.04 2.06  0.13
H 4.93 -1.62 2.88  0.07
H 4.65 -0.77 1.37  0.06
H 3.70 -2.22 1.75  0.06
H 4.37 0.41 4.38  0.08
H 3.00 1.44 3.92  0.06
H 4.40 1.29 2.84  0.08
H -1.63 -0.28 4.38  0.12
H -1.51 -1.42 7.21  0.07
H -2.80 -0.39 6.57  0.07
H -1.16 0.25 6.74  0.07
H -2.20 -3.12 5.31  0.07
H -2.12 -2.58 3.63  0.04
H -3.39 -1.95 4.71  0.08
H 1.93 0.35 6.19  0.11
H 2.43 1.61 8.24  0.10
H 1.57 3.87 8.63  0.10
H 0.13 5.91 7.63  0.10
H -1.18 6.74 5.75  0.09
H -1.58 5.40 3.73  0.11
C -3.74 2.73 -1.58  0.01
C -3.58 1.30 -2.17  -0.56
O -2.50 0.64 -1.78  -0.57
C -3.62 1.45 -3.72  -0.53
F -3.39 0.30 -4.37  0.14
F -4.81 1.94 -4.20  0.11
F -2.67 2.32 -4.13  0.13
C -4.88 0.51 -1.77  -0.52
F -5.04 -0.64 -2.47  0.13
F -4.79 0.15 -0.46  0.11
F -6.04 1.20 -1.89  0.12
H -2.83 3.29 -1.79  0.09
H -3.85 2.66 -0.50  0.07
H -4.60 3.25 -1.99  0.09
C 8.30 3.89 -6.29  -0.13
C 7.56 2.86 -5.44  -0.29
S 5.94 2.57 -6.16  0.65
O 5.35 3.83 -6.56  -0.33
O 6.08 1.55 -7.19  -0.35
C 4.96 1.87 -4.82  -0.19
C 4.36 2.96 -3.93  -0.16
N 3.96 2.42 -2.64  0.03
C 2.72 1.91 -2.35  -0.40
N 2.71 1.31 -1.19  0.10
C 3.97 1.40 -0.68  -0.07
C 4.79 2.09 -1.57  -0.19
N 6.12 2.41 -1.44  -0.40
O 6.75 1.92 -0.44  -0.12
O 6.68 3.21 -2.29  -0.16
C 1.54 2.08 -3.25  -0.02
H 9.26 4.12 -5.84  0.07
H 7.71 4.80 -6.37  0.07
H 8.46 3.50 -7.30  0.07
H 7.40 3.19 -4.41  0.07
H 8.05 1.89 -5.44  0.10
H 5.65 1.25 -4.24  0.11
H 4.21 1.24 -5.29  0.10
H 3.48 3.39 -4.41  0.12
H 5.09 3.74 -3.76  0.11
H 4.25 1.01 0.28  0.07
H 1.25 3.13 -3.34  0.08
H 0.71 1.52 -2.82  0.06
H 1.75 1.69 -4.25  0.08

Properties
LUMO level (alpha / beta)	3.297 / 3.298	eV
total charge	-2
multiplicity	1
Kohn-Sham gap (alpha / beta)	4.28 / 4.98	eV
electronic energy	-112782.74948	eV
max |F|	2.723	eV/A

---

max |F| of number 1 (C2H3FS2)? 3.133 eV/A

---

Please write out number 1 again, unchanged.
A molecular structure, C2H3FS2. Source: OMol25; level of theory: wB97M-V/def2-TZVPD.

Each line ends with the natural charge from an NBO analysis.
Positions of all 8 atoms, in Å:
C 1.12 0.14 -0.29  -0.68
C -1.12 -0.06 0.25  -0.03
F -2.34 -0.25 -0.26  -0.33
S 0.03 -1.34 -0.37  0.19
S -0.16 1.44 -0.24  0.20
H 1.72 -0.06 0.71  0.23
H 1.82 0.09 -1.19  0.24
H -1.08 0.03 1.40  0.18

Properties
LUMO level	0.083	eV
energy relative to the best compared isomer or geometry (same formula, charge and spin)	67.9	kJ/mol
multiplicity	1
Kohn-Sham gap	9.27	eV
electronic energy	-26509.15179	eV
max |F|	3.133	eV/A